ORCA calculation (ωB97M-V/def2-TZVPD) on an isolated molecule of C2H7N3S2 in a non-equilibrium geometry.

Cartesian coordinates (Å):
C  -2.299  -1.040  -0.079
S  -1.807  0.613  0.042
C  -0.028  0.367  -0.094
N  0.383  -0.819  0.133
S  2.058  -1.087  -0.124
N  0.643  1.515  -0.436
N  1.833  1.868  0.224
H  -2.103  -1.504  -1.052
H  -1.770  -1.601  0.699
H  -3.375  -1.073  0.116
H  1.994  -2.352  0.325
H  0.053  2.284  -0.599
H  1.868  1.437  1.110
H  2.551  1.392  -0.264

## Properties
spin multiplicity	1
HOMO	-8.29	eV
SMILES string	CS/C(=N/S)NN
maximum force	1.8	eV/A

Atomic partial charges in e from the Löwdin method, atoms 1 to 2: atom 1 (C): -0.48, atom 2 (S): 0.89